1.
The following is a DFT calculation (the ωB97M-V functional and the def2-TZVPD basis) of a cluster of 10 separate species, C40H80O30 in total.

XYZ file:
```
150
Properties=species:S:1:pos:R:3
C -0.033 -7.080 0.131
C 0.167 -5.987 -0.910
O 1.588 -5.994 -1.173
C 2.193 -4.882 -1.610
O 1.588 -3.906 -1.953
O 3.493 -5.138 -1.545
C 4.472 -4.152 -1.706
H -1.092 -7.028 0.396
H 0.537 -6.978 1.053
H 0.238 -8.050 -0.286
H -0.055 -5.030 -0.438
H -0.278 -6.210 -1.877
H 4.691 -3.571 -0.811
H 4.338 -3.468 -2.543
H 5.438 -4.626 -1.891
C 3.674 -2.944 1.378
C 4.974 -2.195 1.628
O 4.717 -0.797 1.450
C 4.828 -0.261 0.238
O 4.854 -0.819 -0.835
O 4.795 1.049 0.402
C 4.517 1.977 -0.627
H 3.233 -2.601 0.442
H 2.981 -2.832 2.209
H 3.872 -4.011 1.245
H 5.912 -2.486 1.153
H 5.248 -2.343 2.675
H 4.844 2.939 -0.240
H 3.437 2.078 -0.759
H 4.964 1.677 -1.573
C -7.868 3.335 -0.850
C -6.993 3.296 -2.093
O -6.392 4.560 -2.373
C -5.210 4.787 -1.752
O -4.662 4.023 -1.011
O -4.812 5.992 -2.115
C -3.494 6.395 -1.877
H -8.647 2.577 -0.893
H -8.384 4.299 -0.874
H -7.303 3.346 0.080
H -7.581 3.071 -2.983
H -6.286 2.463 -2.079
H -3.215 7.403 -2.166
H -2.773 5.769 -2.420
H -3.079 6.242 -0.879
C -1.604 -3.844 -3.086
C -0.777 -2.588 -3.391
O -1.762 -1.559 -3.495
C -1.434 -0.454 -4.178
O -0.420 -0.277 -4.811
O -2.380 0.435 -3.989
C -2.123 1.787 -4.362
H -2.160 -3.749 -2.154
H -0.893 -4.668 -3.093
H -2.366 -3.983 -3.852
H -0.289 -2.767 -4.349
H -0.050 -2.428 -2.600
H -2.824 2.519 -3.960
H -2.227 1.955 -5.436
H -1.122 1.986 -3.991
C -3.212 -7.062 1.341
C -3.151 -6.283 0.013
O -2.114 -5.311 0.201
C -2.481 -4.028 0.316
O -3.584 -3.587 0.190
O -1.399 -3.346 0.668
C -1.546 -1.962 0.909
H -4.034 -7.781 1.427
H -3.142 -6.526 2.283
H -2.417 -7.818 1.357
H -4.106 -5.774 -0.109
H -2.968 -6.966 -0.811
H -0.583 -1.489 1.061
H -2.249 -1.730 1.708
H -1.893 -1.447 0.008
C -1.634 6.676 4.315
C -2.557 6.219 3.242
O -2.320 6.837 1.982
C -2.866 7.990 1.633
O -3.748 8.569 2.198
O -2.284 8.335 0.471
C -2.613 9.619 -0.074
H -1.675 6.030 5.194
H -1.813 7.680 4.707
H -0.591 6.683 3.985
H -3.563 6.445 3.607
H -2.554 5.143 3.091
H -2.905 10.421 0.598
H -3.388 9.415 -0.814
H -1.711 9.917 -0.607
C 2.170 -0.158 -2.174
C 1.117 0.130 -1.111
O 0.569 1.427 -1.342
C -0.276 1.827 -0.385
O -0.793 1.107 0.423
O -0.558 3.096 -0.636
C -1.487 3.770 0.193
H 2.855 0.669 -2.321
H 1.687 -0.502 -3.088
H 2.712 -1.038 -1.825
H 1.415 0.007 -0.064
H 0.289 -0.588 -1.141
H -1.120 4.011 1.194
H -2.388 3.178 0.356
H -1.749 4.723 -0.249
C 9.884 -4.642 -6.022
C 8.494 -4.942 -5.509
O 7.941 -3.968 -4.614
C 6.886 -3.243 -4.972
O 6.395 -3.255 -6.075
O 6.464 -2.532 -3.955
C 5.458 -1.543 -4.158
H 10.115 -3.584 -6.169
H 10.152 -5.139 -6.952
H 10.608 -4.919 -5.252
H 8.596 -5.905 -5.011
H 7.752 -5.055 -6.299
H 4.437 -1.912 -4.060
H 5.581 -0.974 -5.075
H 5.595 -0.911 -3.281
C 4.861 -2.584 5.147
C 3.620 -2.046 5.864
O 2.543 -2.012 4.931
C 2.300 -0.951 4.177
O 3.044 -0.019 4.020
O 1.106 -1.110 3.603
C 0.480 0.045 3.050
H 4.578 -3.588 4.833
H 5.696 -2.619 5.848
H 5.167 -1.928 4.335
H 3.807 -1.033 6.226
H 3.324 -2.640 6.724
H 0.994 0.985 3.250
H -0.509 0.154 3.492
H 0.453 -0.140 1.983
C -3.054 1.665 2.940
C -4.429 2.268 3.038
O -4.269 3.454 3.882
C -5.218 3.696 4.758
O -6.213 3.034 4.954
O -4.872 4.754 5.495
C -5.845 5.283 6.366
H -2.571 1.268 3.832
H -2.432 2.450 2.505
H -2.979 0.840 2.228
H -5.154 1.588 3.476
H -4.743 2.690 2.085
H -6.611 5.847 5.832
H -5.373 5.889 7.134
H -6.402 4.497 6.880
```

Computed properties:
- energy relative to the best compared isomer or geometry (same formula, charge and spin) (kcal per mole) = 69.06
- LUMO level (eV) = 0.5317
- Kohn-Sham gap (eV) = 11.048
- SMILES = CCOC(=O)OC.CCOC(=O)OC.CCOC(=O)OC.CCOC(=O)OC.CCOC(=O)OC.CCOC(=O)OC.CCOC(=O)OC.CCOC(=O)OC.CCOC(=O)OC.CCOC(=O)OC
- F_max (eV/A) = 2.93


2.
The following is a DFT calculation (the ωB97M-V functional and the def2-TZVPD basis) of a cluster of 16 separate species, C18H65F3N28O17 in total.

XYZ file:
```
131
Properties=species:S:1:pos:R:3
O 6.649 -0.121 -1.784
H 6.626 -0.721 -2.533
H 7.331 -0.354 -1.150
H 5.742 -0.120 -1.471
C 1.264 0.069 -0.072
O 0.220 -0.881 -0.194
O 2.406 -0.546 -0.587
C 0.709 1.501 -0.468
F -0.639 1.538 -0.668
F 0.996 2.387 0.603
F 1.287 2.132 -1.521
C -0.433 -1.532 0.929
C -1.361 -2.633 0.310
H -1.567 -3.330 1.123
H -2.257 -2.129 -0.053
H -0.961 -3.140 -0.568
H -0.929 -0.823 1.592
H 0.238 -2.181 1.491
H 1.341 0.146 1.012
C -1.827 -1.236 -5.036
O -2.041 -1.764 -6.072
N -2.757 -0.477 -4.514
N -0.792 -1.530 -4.305
H -3.606 -0.545 -5.056
H -2.615 0.274 -3.853
H -0.277 -2.310 -4.688
H -0.646 -1.181 -3.368
C 1.201 -7.146 3.961
O 1.416 -6.723 2.877
N 2.098 -7.115 4.912
N 0.182 -7.894 4.339
H 3.005 -6.684 4.806
H 1.911 -7.793 5.637
H -0.449 -8.013 3.559
H -0.011 -7.849 5.330
C 3.567 7.179 -4.745
O 2.534 7.498 -5.197
N 4.398 7.992 -4.193
N 4.106 5.990 -4.665
H 5.251 7.591 -3.830
H 4.273 8.932 -3.847
H 5.026 5.692 -4.374
H 3.515 5.209 -4.914
C -2.294 -6.187 -5.139
O -2.205 -7.431 -5.083
N -3.119 -5.445 -4.482
N -1.532 -5.603 -6.016
H -3.833 -5.776 -3.849
H -3.037 -4.440 -4.521
H -1.675 -4.631 -6.252
H -0.969 -6.301 -6.480
C -2.940 -1.352 6.768
O -1.959 -0.629 6.834
N -3.919 -1.578 7.638
N -3.208 -1.998 5.656
H -3.804 -1.343 8.614
H -4.819 -1.819 7.249
H -2.495 -1.725 4.995
H -3.694 -2.879 5.568
C -6.110 -5.959 1.556
O -5.499 -5.263 2.363
N -6.724 -7.001 1.828
N -6.139 -5.834 0.289
H -6.928 -7.163 2.804
H -7.040 -7.636 1.109
H -6.777 -6.285 -0.352
H -5.485 -5.126 -0.010
C 6.775 5.374 -0.772
O 7.741 4.712 -1.055
N 5.631 4.789 -0.561
N 6.610 6.631 -0.914
H 5.585 3.841 -0.216
H 4.886 5.417 -0.293
H 5.724 7.017 -0.623
H 7.419 7.153 -1.219
C 4.843 -3.138 4.573
O 5.476 -4.147 4.304
N 4.090 -2.476 3.692
N 4.608 -2.697 5.722
H 3.493 -1.799 4.146
H 4.120 -2.491 2.683
H 3.969 -1.921 5.820
H 5.018 -3.130 6.537
C -3.910 3.030 3.811
O -3.630 4.049 4.363
N -4.826 2.179 4.231
N -3.443 2.641 2.709
H -5.378 2.546 4.993
H -5.186 1.278 3.953
H -3.850 1.918 2.134
H -2.742 3.271 2.346
C -1.951 5.254 -5.662
O -3.046 5.629 -5.938
N -1.590 4.888 -4.487
N -0.995 5.016 -6.547
H -2.183 5.085 -3.693
H -0.794 4.284 -4.343
H -0.018 5.024 -6.292
H -1.336 4.985 -7.497
C 1.364 8.138 -0.233
O 2.247 7.495 0.312
N 0.897 9.282 0.211
N 0.712 7.711 -1.300
H 1.072 9.574 1.162
H 0.292 9.885 -0.326
H 0.028 8.361 -1.660
H 1.188 7.062 -1.910
C -6.253 -0.384 -0.578
O -5.607 0.346 0.082
N -6.371 -0.401 -1.856
N -6.872 -1.427 -0.183
H -7.004 -1.090 -2.237
H -5.813 0.190 -2.455
H -7.331 -2.087 -0.794
H -6.977 -1.522 0.817
C 3.247 -4.909 -2.918
O 3.354 -5.910 -3.632
N 3.179 -5.052 -1.659
N 3.052 -3.703 -3.266
H 2.666 -4.282 -1.256
H 2.979 -5.916 -1.174
H 3.204 -3.404 -4.218
H 2.861 -3.042 -2.527
C 2.899 2.463 4.573
O 3.497 1.472 4.974
N 3.439 3.537 4.128
N 1.564 2.488 4.700
H 2.818 4.073 3.539
H 4.421 3.744 4.241
H 1.095 1.783 5.249
H 1.122 3.360 4.444
```

Computed properties:
- energy relative to the best compared isomer or geometry (same formula, charge and spin) (kcal per mole) = 332.77
- LUMO level (eV) = -2.5285
- Kohn-Sham gap (eV) = 4.649
- F_max (eV/A) = 9.55


3.
The following is a DFT calculation (the ωB97M-V functional and the def2-TZVPD basis) of a cluster of 2 separate species, CH2N2O2S in total.

XYZ file:
```
8
Properties=species:S:1:pos:R:3
C -2.200 -1.311 -0.484
N -0.110 0.653 0.072
N -2.203 -1.240 0.894
O -2.973 -0.241 1.076
O -1.609 -1.976 1.648
S -2.902 -1.351 -1.894
H 0.851 0.621 0.470
H 0.008 0.260 -0.825
```

Computed properties:
- energy relative to the best compared isomer or geometry (same formula, charge and spin) (kcal per mole) = 223.63
- LUMO level (alpha / beta) (eV) = -1.9773 / -1.4072
- Kohn-Sham gap (alpha / beta) (eV) = 9.094 / 7.417
- F_max (eV/A) = 2.44


4.
The following is a DFT calculation (the ωB97M-V functional and the def2-TZVPD basis) of a cluster of 3 separate species, CH7O3 in total.

XYZ file:
```
11
Properties=species:S:1:pos:R:3
C -0.871 -1.463 0.086
O -0.556 -0.156 -0.153
H -1.625 -1.584 0.889
H 0.040 -2.000 0.396
H -1.280 -1.951 -0.822
H -0.199 1.156 -1.251
H 0.571 2.446 -1.232
O 0.167 1.845 -1.869
H 0.837 0.533 0.655
H 1.250 0.604 2.084
O 1.666 0.569 1.217
```

Computed properties:
- energy relative to the best compared isomer or geometry (same formula, charge and spin) (kcal per mole) = 7.45
- LUMO level (eV) = 4.4843
- Kohn-Sham gap (eV) = 7.681
- net charge = -1
- F_max (eV/A) = 1.05


5.
The following is a DFT calculation (the ωB97M-V functional and the def2-TZVPD basis) of a structure of composition C32H31N4NdOPS2.

XYZ file:
```
72
Properties=species:S:1:pos:R:3
Nd -0.611 -0.859 -0.255
S 1.392 -2.707 -0.678
C 0.523 -4.164 -0.992
C 1.312 -5.338 -1.197
C 0.692 -6.559 -1.402
C 1.480 -7.705 -1.691
N 2.230 -8.554 -1.870
C -0.693 -6.719 -1.503
C -1.479 -5.617 -1.350
C -0.927 -4.336 -1.052
S -2.086 -3.042 -1.042
C -1.296 -8.035 -1.589
N -1.939 -9.004 -1.696
H 2.403 -5.255 -1.201
H -2.551 -5.641 -1.518
C -1.058 -3.191 5.239
C -0.367 -1.872 4.903
N -1.208 -0.885 4.247
C -2.225 -0.199 5.066
C -3.642 -0.822 5.088
C -1.177 -0.593 2.910
C -2.147 0.399 2.274
N -0.400 -1.194 2.012
H -0.319 -3.841 5.737
H -1.379 -3.715 4.373
H -1.907 -3.074 5.909
H 0.502 -2.037 4.252
H -0.045 -1.432 5.825
H -2.186 0.895 4.792
H -1.729 -0.265 6.073
H -3.911 -1.090 4.029
H -4.427 -0.132 5.460
H -3.596 -1.711 5.695
H -2.241 1.343 2.819
H -3.139 -0.096 2.178
H -1.765 0.672 1.262
H 0.284 -1.849 2.448
O -0.574 1.324 -1.106
P 0.361 2.514 -1.671
C 1.824 1.782 -2.318
C 2.984 2.542 -2.295
C 4.215 2.004 -2.698
C 4.259 0.699 -3.141
C 3.033 0.010 -3.368
C 1.814 0.594 -3.020
C 0.761 3.630 -0.350
C 0.049 4.805 0.011
C 0.464 5.549 1.119
C 1.459 5.079 1.978
C 2.101 3.933 1.621
C 1.719 3.184 0.571
C -0.418 3.272 -3.045
C -1.201 2.493 -3.931
C -1.430 2.981 -5.230
C -0.933 4.224 -5.658
C -0.172 4.960 -4.750
C 0.025 4.532 -3.436
H 2.941 3.601 -1.985
H 5.091 2.622 -2.690
H 5.165 0.190 -3.402
H 3.059 -1.008 -3.753
H 0.845 0.098 -3.361
H -0.849 5.188 -0.484
H 0.040 6.529 1.263
H 1.616 5.513 2.929
H 2.906 3.574 2.288
H 2.220 2.218 0.370
H -1.554 1.545 -3.542
H -2.043 2.337 -5.889
H -1.031 4.601 -6.659
H 0.279 5.897 -5.135
H 0.605 5.210 -2.791
```

Computed properties:
- energy relative to the best compared isomer or geometry (same formula, charge and spin) (kcal per mole) = 36.92
- LUMO level (alpha / beta) (eV) = -3.0244 / -3.0146
- 2S+1 = 4
- Kohn-Sham gap (alpha / beta) (eV) = 6.600 / 6.607
- <S²> = 3.75
- net charge = +1
- F_max (eV/A) = 4.02


6.
The following is a DFT calculation (the ωB97M-V functional and the def2-TZVPD basis) of a cluster of 2 separate species, C2H10N2 in total.

XYZ file:
```
14
Properties=species:S:1:pos:R:3
C -1.003 -0.115 2.180
C -1.142 -0.130 0.661
N -1.852 -1.356 0.233
H -0.412 -0.936 2.547
H -2.025 -0.033 2.546
H -0.557 0.817 2.542
H -0.188 -0.018 0.129
H -1.656 0.769 0.321
H -1.202 -1.959 -0.266
H -2.419 -1.067 -0.566
N 3.045 0.725 -2.747
H 2.533 0.805 -1.875
H 2.865 1.597 -3.253
H 4.012 0.900 -2.451
```

Computed properties:
- energy relative to the best compared isomer or geometry (same formula, charge and spin) (kcal per mole) = 7.64
- LUMO level (eV) = 0.8072
- Kohn-Sham gap (eV) = 10.501
- SMILES = CCN.N
- F_max (eV/A) = 1.58


7.
The following is a DFT calculation (the ωB97M-V functional and the def2-TZVPD basis) of an isolated molecule of C8H5ClF3NO2.

XYZ file:
```
20
Properties=species:S:1:pos:R:3
O 1.081 -1.001 1.913
N 1.759 -1.173 0.935
O 2.638 -1.971 0.744
C 1.384 -0.274 -0.339
Cl 1.906 -1.137 -1.811
C -0.078 -0.028 -0.332
C -0.714 1.145 0.084
C -2.108 1.176 0.212
C -2.835 0.068 0.033
C -2.197 -1.134 -0.300
C -0.858 -1.169 -0.538
C 2.286 1.071 -0.102
F 1.877 1.654 1.009
F 2.143 1.919 -1.165
F 3.572 0.749 0.033
H -0.096 2.002 -0.048
H -2.635 2.122 0.452
H -3.887 0.267 0.289
H -2.728 -2.047 -0.287
H -0.509 -2.237 -0.782
```

Computed properties:
- energy relative to the best compared isomer or geometry (same formula, charge and spin) (kcal per mole) = 0.00
- LUMO level (eV) = -0.0449
- Kohn-Sham gap (eV) = 9.877
- SMILES = O=[N+]([O-])[C@@](Cl)(c1ccccc1)C(F)(F)F
- F_max (eV/A) = 2.96


8.
The following is a DFT calculation (the ωB97M-V functional and the def2-TZVPD basis) of a structure of composition C5H5NO2.

XYZ file:
```
13
Properties=species:S:1:pos:R:3
C 0.371 -1.334 0.918
C 0.348 -0.277 -0.280
C 1.531 0.200 -0.960
C 1.140 1.493 -1.504
C 0.000 1.890 -0.832
H -2.615 -1.491 1.552
H 1.612 -1.648 1.435
H 2.311 -0.608 -1.520
H 1.857 1.883 -2.264
H -0.590 2.700 -0.961
N -0.712 -1.733 1.400
O -1.754 -0.968 1.211
O -0.486 0.902 -0.221
```

Computed properties:
- energy relative to the best compared isomer or geometry (same formula, charge and spin) (kcal per mole) = 149.92
- LUMO level (eV) = 0.6575
- Kohn-Sham gap (eV) = 9.154
- F_max (eV/A) = 6.01


9.
The following is a DFT calculation (the ωB97M-V functional and the def2-TZVPD basis) of a cluster of 10 separate species, H19O10 in total.

XYZ file:
```
29
Properties=species:S:1:pos:R:3
O -61.988 -13.160 -35.792
H -61.489 -12.537 -35.001
O -58.475 -11.433 -34.257
H -59.068 -10.731 -34.306
H -59.258 -12.057 -34.235
O -64.097 -13.623 -37.041
H -64.596 -14.078 -36.391
H -63.213 -13.522 -36.634
O -63.503 -13.880 -33.652
H -62.925 -13.660 -34.342
H -63.803 -14.847 -33.248
O -65.205 -11.312 -36.284
H -64.484 -10.503 -36.034
H -64.683 -12.113 -36.430
O -61.853 -11.221 -37.516
H -62.051 -11.716 -38.318
H -61.757 -11.918 -36.800
O -60.609 -9.690 -34.510
H -60.540 -8.650 -34.639
H -61.382 -9.855 -34.054
O -59.974 -13.657 -33.719
H -60.531 -13.904 -34.495
H -59.056 -14.031 -33.938
O -60.492 -14.163 -37.966
H -60.681 -15.205 -38.132
H -61.032 -13.722 -37.306
O -61.911 -16.040 -35.450
H -61.248 -16.484 -34.826
H -61.845 -15.120 -35.322
```

Computed properties:
- energy relative to the best compared isomer or geometry (same formula, charge and spin) (kcal per mole) = 79.43
- LUMO level (eV) = 2.8432
- Kohn-Sham gap (eV) = 9.354
- net charge = -1
- F_max (eV/A) = 7.42